The following is a quantum chemistry calculation of a 2-piece molecular cluster, CH2N4O2 overall at a distorted geometry, from the OMol25 dataset.

```
9
CH2N4O2 the ωB97M-V functional and the def2-TZVPD basis
O 1.62122 0.92778 -0.29469
O -0.47466 1.85328 0.27997
N 1.13688 -1.18929 0.21600
N 2.16940 -0.26152 0.02483
N 0.29587 0.83984 -0.57443
N -1.38468 -0.80418 -0.33107
C -0.10195 -0.50946 -0.14499
H -1.39991 0.81084 0.62299
H -1.86217 -1.66729 0.20140
```

Frontier orbital gap (eV): 8.6
HOMO level (eV): -10.37
Molecular weight (g/mol): 102.053
Energy relative to the best compared isomer or geometry (same formula, charge and spin) (eV): 7.7244

natural (NBO) analysis output, partial charges in e: O -0.13; O -0.54; N -0.28; N 0.23; N 0.10; N -0.71; C 0.45; H 0.47; H 0.41